1.
Below is CClFOS in the gas phase in a non-equilibrium geometry, with properties calculated with ωB97M-V/def2-TZVPD.

Calculated values
HOMO-LUMO gap (alpha / beta): 7.000 / 7.001 eV
HOMO level (alpha / beta): -8.90 / -8.90 eV
energy relative to the best compared isomer or geometry (same formula, charge and spin): 325.7 kJ/mol

The geometry in ORCA input format:
```
! wB97M-V def2-TZVPD RIJCOSX def2/J DEFGRID3
* xyz 0 1
C 0.82140 0.46229 0.26850
O 1.28027 1.55733 0.17239
F 1.26036 -0.66662 0.77344
S -2.62993 -0.69393 -0.87300
Cl -0.73210 -0.65907 -0.34134
*
```

Löwdin population analysis, charges in e, atoms 1 to 2: C -0.537; O 0.180

2.
Below is 2 unconnected molecules or ions with the total composition CClNO5 in a non-equilibrium geometry, with properties calculated with ωB97M-V/def2-TZVPD.

Calculated values
HOMO-LUMO gap: 10.799 eV
structure (SMILES): O=[N+]([O-])OCl.O=C=O
HOMO level: -11.76 eV
energy relative to the best compared isomer or geometry (same formula, charge and spin): 4.3 kJ/mol

The geometry in ORCA input format:
```
! wB97M-V def2-TZVPD RIJCOSX def2/J DEFGRID3
* xyz 0 1
O 1.57267 1.61850 1.55341
N 1.25506 1.37300 0.42141
O 0.77624 2.04570 -0.43443
O 1.33444 -0.01412 0.14398
Cl 1.40312 -0.54408 -1.44835
O -2.19589 -2.50817 -0.60659
C -2.07294 -1.49887 -0.06787
O -2.07271 -0.47196 0.43843
*
```

Löwdin population analysis, charges in e, atoms 1 to 2: O 0.143; N -0.461

3.
Below is 2 unconnected molecules or ions with the total composition CClO4P in a non-equilibrium geometry, with properties calculated with ωB97M-V/def2-TZVPD.

Calculated values
HOMO-LUMO gap (alpha / beta): 5.665 / 5.666 eV
HOMO level (alpha / beta): 0.64 / 0.64 eV
energy relative to the best compared isomer or geometry (same formula, charge and spin): 794.6 kJ/mol

The geometry in ORCA input format:
```
! wB97M-V def2-TZVPD RIJCOSX def2/J DEFGRID3
* xyz -2 1
C -0.74291 -0.22284 0.17678
O 1.19631 1.69816 -0.27068
O 1.97978 -0.78022 -0.28829
O -1.45300 -2.05225 -0.42116
O -0.12010 -0.06044 1.33823
P 0.92177 0.24892 -0.29418
Cl -1.78186 1.16867 -0.24070
*
```

Löwdin population analysis, charges in e, atoms 1 to 2: C -0.997; O -0.434

4.
Below is 2 unconnected molecules or ions with the total composition CF2N4 in a non-equilibrium geometry, with properties calculated with ωB97M-V/def2-TZVPD.

Calculated values
HOMO-LUMO gap: 9.861 eV
HOMO level: -10.80 eV
energy relative to the best compared isomer or geometry (same formula, charge and spin): 109.6 kJ/mol

The geometry in ORCA input format:
```
! wB97M-V def2-TZVPD RIJCOSX def2/J DEFGRID3
* xyz 0 1
C 1.06408 -1.35484 0.47156
N 1.18418 -1.94785 -0.48925
N -2.28804 1.80774 0.09919
N -1.41100 1.18141 -0.23284
N -0.47025 0.40449 -0.40114
F 1.24009 -0.94265 1.60480
F 0.68094 0.85170 -1.05232
*
```

Löwdin population analysis, charges in e, atoms 1 to 2: C -0.463; N 0.176

5.
Below is CF2O in the gas phase in a non-equilibrium geometry, with properties calculated with ωB97M-V/def2-TZVPD.

Calculated values
HOMO-LUMO gap: 10.206 eV
structure (SMILES): O=C(F)F
HOMO level: -10.91 eV
energy relative to the best compared isomer or geometry (same formula, charge and spin): 380.5 kJ/mol

The geometry in ORCA input format:
```
! wB97M-V def2-TZVPD RIJCOSX def2/J DEFGRID3
* xyz 0 1
O 0.84575 1.07503 -0.71375
C -0.01829 -0.04035 0.08683
F 0.26094 -1.27837 0.01392
F -1.13406 0.28009 0.60884
*
```

Löwdin population analysis, charges in e, atoms 1 to 2: O -0.159; C -0.303

6.
Below is a molecular structure, CF3KMgNO4S3 in a non-equilibrium geometry, with properties calculated with ωB97M-V/def2-TZVPD.

Calculated values
HOMO-LUMO gap (alpha / beta): 4.312 / 4.310 eV
HOMO level (alpha / beta): -3.26 / -3.26 eV
energy relative to the best compared isomer or geometry (same formula, charge and spin): 316.1 kJ/mol

The geometry in ORCA input format:
```
! wB97M-V def2-TZVPD RIJCOSX def2/J DEFGRID3
* xyz -1 1
Mg 0.95682 -2.00516 0.44431
N -0.62128 -1.09253 1.22096
S -0.97352 0.16713 0.50269
O -0.82881 0.35200 -0.98800
C -2.82324 0.31527 0.56848
F -3.24219 0.31581 1.82654
F -3.29785 -0.74951 -0.07601
F -3.23616 1.42287 -0.03446
K 1.49017 -0.27540 -2.51720
S 4.74986 -0.49615 -0.57346
O 3.68745 -1.71940 -1.11427
S 2.33292 0.96429 0.55015
O 2.08852 1.37691 -0.95662
O -0.28269 1.42386 1.14688
*
```

Löwdin population analysis, charges in e, atoms 1 to 2: Mg 0.863; N -0.451

7.
Below is a molecular structure, CF3N3 in a non-equilibrium geometry, with properties calculated with ωB97M-V/def2-TZVPD.

Calculated values
HOMO-LUMO gap: 11.616 eV
HOMO level: -12.03 eV
energy relative to the best compared isomer or geometry (same formula, charge and spin): 86.9 kJ/mol

The geometry in ORCA input format:
```
! wB97M-V def2-TZVPD RIJCOSX def2/J DEFGRID3
* xyz 0 1
C -0.56193 -1.84614 0.69949
N 0.06367 2.12619 0.46531
N -0.70862 -0.75095 0.42841
N 0.20353 1.54989 -0.45140
F -0.28151 -3.08328 0.80209
F 1.46431 0.71223 -0.99739
F -0.49962 1.45969 -1.58901
*
```

Löwdin population analysis, charges in e, atoms 1 to 2: C -0.287; N 0.257

8.
Below is CF4N2 in the gas phase in a non-equilibrium geometry, with properties calculated with ωB97M-V/def2-TZVPD.

Calculated values
HOMO-LUMO gap: 12.203 eV
structure (SMILES): F/N=C(\F)N(F)F
HOMO level: -11.72 eV
energy relative to the best compared isomer or geometry (same formula, charge and spin): 133.8 kJ/mol

The geometry in ORCA input format:
```
! wB97M-V def2-TZVPD RIJCOSX def2/J DEFGRID3
* xyz 0 1
F -1.49948 -1.66875 -1.28405
N -1.23947 -0.52430 -0.63477
C -0.03595 -0.33839 -0.27790
F 1.04617 -1.05725 -0.49092
N 0.07150 1.03471 0.68090
F 0.56792 0.74439 1.90474
F 1.08930 1.80958 0.10201
*
```

Löwdin population analysis, charges in e, atoms 1 to 2: F -0.010; N 0.105

9.
Below is 2 unconnected molecules or ions with the total composition CF4N2O in a non-equilibrium geometry, with properties calculated with ωB97M-V/def2-TZVPD.

Calculated values
HOMO-LUMO gap (alpha / beta): 9.351 / 9.132 eV
HOMO level (alpha / beta): -11.69 / -11.52 eV
energy relative to the best compared isomer or geometry (same formula, charge and spin): 609.3 kJ/mol

The geometry in ORCA input format:
```
! wB97M-V def2-TZVPD RIJCOSX def2/J DEFGRID3
* xyz 0 1
C -0.74279 0.61153 -0.60658
N 1.69409 -0.88193 1.10812
N -0.27001 -0.47561 -1.33577
O 1.41735 -0.71623 -0.05605
F 0.06795 1.13095 0.35757
F -1.10108 1.64936 -1.39367
F -1.85289 0.17533 0.05220
F 0.78737 -1.49340 1.87417
*
```

Löwdin population analysis, charges in e, atoms 1 to 2: C -0.759; N 0.035

10.
Below is CF4OS in the gas phase in a non-equilibrium geometry, with properties calculated with ωB97M-V/def2-TZVPD.

Calculated values
HOMO-LUMO gap: 9.992 eV
HOMO level: -10.45 eV
energy relative to the best compared isomer or geometry (same formula, charge and spin): 17.7 kJ/mol

The geometry in ORCA input format:
```
! wB97M-V def2-TZVPD RIJCOSX def2/J DEFGRID3
* xyz 0 1
C -0.41128 -0.63376 -0.36450
O 1.10289 0.57919 1.70151
F 0.02293 -1.03862 -1.57967
F -1.61164 -0.18855 -0.48297
F -0.41280 -1.60039 0.55628
F 0.15754 2.07372 -0.12583
S 1.15237 0.80841 0.29517
*
```

Löwdin population analysis, charges in e, atoms 1 to 2: C -0.638; O -0.446

11.
Below is a gas-phase ion, CFN4 (charge -1) in a non-equilibrium geometry, with properties calculated with ωB97M-V/def2-TZVPD.

Calculated values
HOMO-LUMO gap: 9.166 eV
HOMO level: -4.51 eV
energy relative to the best compared isomer or geometry (same formula, charge and spin): 17.7 kJ/mol

The geometry in ORCA input format:
```
! wB97M-V def2-TZVPD RIJCOSX def2/J DEFGRID3
* xyz -1 1
C -0.68205 -0.04173 -0.03916
N 0.11553 -1.14657 -0.01903
N 0.00914 1.10330 -0.00663
N 1.28951 -0.59789 0.02537
N 1.27435 0.69445 0.01611
F -2.00648 -0.01156 0.02334
*
```

Löwdin population analysis, charges in e, atoms 1 to 2: C -0.564; N -0.030

12.
Below is a gas-phase ion, CFN4S (charge -1) in a non-equilibrium geometry, with properties calculated with ωB97M-V/def2-TZVPD.

Calculated values
HOMO-LUMO gap: 8.885 eV
HOMO level: -5.29 eV
energy relative to the best compared isomer or geometry (same formula, charge and spin): 0.0 kJ/mol

The geometry in ORCA input format:
```
! wB97M-V def2-TZVPD RIJCOSX def2/J DEFGRID3
* xyz -1 1
C -0.18547 -0.16354 -0.11457
N 0.53855 0.90218 -0.59794
N 0.59967 -1.02967 0.43675
N 1.74972 0.69039 -0.26254
N 1.78768 -0.54088 0.36391
F -2.66247 0.42354 0.77873
S -1.82769 -0.28201 -0.60434
*
```

Löwdin population analysis, charges in e, atoms 1 to 2: C -0.882; N -0.094

13.
Below is 2 unconnected molecules or ions with the total composition CFOPS in a non-equilibrium geometry, with properties calculated with ωB97M-V/def2-TZVPD.

Calculated values
HOMO-LUMO gap (alpha / beta): 7.384 / 6.020 eV
HOMO level (alpha / beta): -9.28 / -8.08 eV
energy relative to the best compared isomer or geometry (same formula, charge and spin): 302.6 kJ/mol

The geometry in ORCA input format:
```
! wB97M-V def2-TZVPD RIJCOSX def2/J DEFGRID3
* xyz 0 1
C -0.45026 -0.17873 0.19372
O -1.60643 -0.18781 0.46466
F 0.06002 0.77452 -0.59216
P 2.19576 -0.96657 -0.35422
S 2.83573 0.63021 0.31698
*
```

Löwdin population analysis, charges in e, atoms 1 to 2: C -0.425; O 0.073

14.
Below is CFOPS in the gas phase in a non-equilibrium geometry, with properties calculated with ωB97M-V/def2-TZVPD.

Calculated values
HOMO-LUMO gap (alpha / beta): 6.680 / 6.674 eV
HOMO level (alpha / beta): -10.05 / -10.05 eV
energy relative to the best compared isomer or geometry (same formula, charge and spin): 440.3 kJ/mol

The geometry in ORCA input format:
```
! wB97M-V def2-TZVPD RIJCOSX def2/J DEFGRID3
* xyz 0 1
C -0.67760 0.11956 -0.87348
O -0.59425 -0.51619 1.64149
F 0.18146 0.46297 -1.83510
P 0.34707 -0.06890 0.62060
S 2.48037 0.26658 0.74906
*
```

Löwdin population analysis, charges in e, atoms 1 to 2: C -0.071; O -0.383

15.
Below is 2 unconnected molecules or ions with the total composition CFOS in a non-equilibrium geometry, with properties calculated with ωB97M-V/def2-TZVPD.

Calculated values
HOMO-LUMO gap (alpha / beta): 6.960 / 6.961 eV
HOMO level (alpha / beta): -3.59 / -3.58 eV
energy relative to the best compared isomer or geometry (same formula, charge and spin): 311.3 kJ/mol

The geometry in ORCA input format:
```
! wB97M-V def2-TZVPD RIJCOSX def2/J DEFGRID3
* xyz -1 1
C 0.36977 0.23854 0.03571
O 1.27093 1.04910 -0.00008
F 0.61946 -1.08822 -0.03446
S -2.26015 -0.19942 -0.00118
*
```

Löwdin population analysis, charges in e, atoms 1 to 2: C -0.534; O -0.030

16.
Below is a molecular structure, CH10BrN2Tc in a non-equilibrium geometry, with properties calculated with ωB97M-V/def2-TZVPD.

Calculated values
HOMO-LUMO gap (alpha / beta): 7.760 / 7.660 eV
HOMO level (alpha / beta): -12.62 / -12.20 eV
<S²>: 3.763
energy relative to the best compared isomer or geometry (same formula, charge and spin): 87.9 kJ/mol

The geometry in ORCA input format:
```
! wB97M-V def2-TZVPD RIJCOSX def2/J DEFGRID3
* xyz 1 4
C -2.37486 -1.80050 1.88441
Tc 1.05992 1.19959 -0.16694
N 1.53167 2.36166 -1.80434
N 1.23179 -0.84586 -0.48133
H 2.29715 3.03658 -1.69671
H -2.91617 -1.63453 0.98060
H -2.97467 -1.48857 2.74029
H -1.45320 -1.18802 1.84583
H -2.12449 -2.85626 1.97862
H 2.18393 -1.23139 -0.44749
H 0.89271 -1.11973 -1.41016
H 0.69108 -1.42787 0.16830
H 1.80192 1.83858 -2.64132
H 0.74991 2.93805 -2.12156
Br -0.59668 2.21827 1.17179
*
```

Löwdin population analysis, charges in e, atoms 1 to 2: C -0.045; Tc 0.748

17.
Below is 4 unconnected molecules or ions with the total composition CH10N2O3 in a non-equilibrium geometry, with properties calculated with ωB97M-V/def2-TZVPD.

Calculated values
HOMO-LUMO gap: 10.599 eV
structure (SMILES): [H]/N=C/N.O.O.O
HOMO level: -9.76 eV
energy relative to the best compared isomer or geometry (same formula, charge and spin): 39.2 kJ/mol

The geometry in ORCA input format:
```
! wB97M-V def2-TZVPD RIJCOSX def2/J DEFGRID3
* xyz 0 1
H -0.38542 -2.06213 -2.40614
N -0.21678 -1.98217 -1.41408
C 0.99585 -1.74894 -1.08604
N 1.39277 -1.25420 0.10020
H 1.76431 -1.80188 -1.86460
H 2.30672 -1.49707 0.44188
H 0.70103 -1.00360 0.78220
O -1.22230 2.17386 1.57111
H -1.50842 1.33299 1.18653
H -1.63628 2.24850 2.43348
O -1.94899 -0.25782 -0.12386
H -1.47038 -0.98861 -0.60063
H -2.83883 -0.41273 -0.48384
O 1.53527 2.21649 0.45286
H 1.05473 2.39455 -0.36045
H 0.80862 2.09546 1.08335
*
```

Löwdin population analysis, charges in e, atoms 1 to 2: H 0.052; N 0.038

18.
Below is 3 unconnected molecules or ions with the total composition CH10N3O2 in a non-equilibrium geometry, with properties calculated with ωB97M-V/def2-TZVPD.

Calculated values
HOMO-LUMO gap: 11.375 eV
HOMO level: -14.57 eV
energy relative to the best compared isomer or geometry (same formula, charge and spin): 186.3 kJ/mol

The geometry in ORCA input format:
```
! wB97M-V def2-TZVPD RIJCOSX def2/J DEFGRID3
* xyz 1 1
N -0.99781 -0.35798 -0.04950
C -0.13705 -0.97570 -0.99357
N 1.24414 -0.70912 -0.87008
N -0.62533 -1.89895 -1.94793
H -0.40736 0.31767 0.49595
H -1.95612 -0.36684 -0.13524
H 1.90341 -0.67341 -1.64229
H 1.42157 0.19094 -0.26481
H -1.45014 -2.41973 -1.63512
H 0.06240 -2.40960 -2.45403
H 1.60899 0.66593 2.58471
H 1.41574 -0.88424 2.28932
O 1.29455 0.00335 1.87310
H -0.49874 3.99878 1.29614
H -1.52431 2.84626 1.92088
O -0.93208 3.16550 1.07421
*
```

Löwdin population analysis, charges in e, atoms 1 to 2: N 0.199; C -0.307

19.
Below is 3 unconnected molecules or ions with the total composition CH10N3O2 in a non-equilibrium geometry, with properties calculated with ωB97M-V/def2-TZVPD.

Calculated values
HOMO-LUMO gap (alpha / beta): 8.703 / 2.803 eV
HOMO level (alpha / beta): -17.73 / -17.72 eV
<S²>: 0.784
energy relative to the best compared isomer or geometry (same formula, charge and spin): 94.5 kJ/mol

The geometry in ORCA input format:
```
! wB97M-V def2-TZVPD RIJCOSX def2/J DEFGRID3
* xyz 2 2
N -0.99630 -0.28044 -0.04261
C -1.15267 -0.65649 -1.29256
N 0.03312 -0.71652 -1.97389
N -2.30320 -1.13997 -1.89214
H -0.18709 0.27389 0.23364
H -1.68647 -0.56918 0.59915
H 0.21813 -1.11762 -2.93572
H 0.83772 -0.31226 -1.52081
H -3.16776 -1.22801 -1.34202
H -2.08162 -1.53870 -2.82648
H 1.62671 0.88345 1.40091
H 1.46563 2.37222 1.00565
O 1.26338 1.38208 0.67035
H 1.85414 0.48175 4.20972
H 3.17055 0.98091 3.57301
O 2.20296 0.95180 3.41950
*
```

Löwdin population analysis, charges in e, atoms 1 to 2: N 0.404; C -0.305

20.
Below is 3 unconnected molecules or ions with the total composition CH10N3O2 in a non-equilibrium geometry, with properties calculated with ωB97M-V/def2-TZVPD.

Calculated values
HOMO-LUMO gap (alpha / beta): 12.869 / 3.097 eV
HOMO level (alpha / beta): -20.64 / -18.46 eV
<S²>: 0.761
energy relative to the best compared isomer or geometry (same formula, charge and spin): 70.2 kJ/mol

The geometry in ORCA input format:
```
! wB97M-V def2-TZVPD RIJCOSX def2/J DEFGRID3
* xyz 2 2
N -1.54883 0.72491 0.50172
C -1.45821 -0.49940 1.07074
N -0.27271 -1.07912 1.17453
N -2.58049 -1.10059 1.49443
H -0.83788 1.03094 -0.15882
H -2.45745 1.15036 0.49735
H -0.27303 -2.09378 1.26505
H 0.57160 -0.72989 0.71885
H -2.59479 -1.53456 2.40929
H -3.48959 -0.81663 1.17323
H 1.72002 0.80017 -1.55168
H 1.16092 1.62350 -0.35521
O 1.15061 0.72419 -0.76330
H 3.70785 -0.15310 -2.74034
H 3.92170 1.25487 -2.12667
O 3.28028 0.69813 -2.60919
*
```

Löwdin population analysis, charges in e, atoms 1 to 2: N 0.296; C -0.378